This record from OMol25 describes a 13-piece molecular cluster, C5H33NO12 overall. The level of theory is ωB97M-V/def2-TZVPD.

Positions of all 51 atoms, in Å:
1 O 2.920 -0.663 -0.911
2 O 1.590 0.390 -2.989
3 O 0.945 -2.380 -1.504
4 O -2.612 2.683 0.251
5 O 1.381 1.089 2.253
6 O 1.962 -1.402 1.473
7 O 1.496 2.771 -1.792
8 O -2.026 -3.662 1.430
9 O 2.977 1.752 0.204
10 O -1.094 2.617 -1.972
11 O 0.580 -3.627 0.848
12 O -0.917 2.490 2.307
13 N -1.358 -0.494 -1.723
14 C -1.140 -0.575 0.677
15 C -2.436 -0.709 -2.703
16 C -1.822 -0.203 -0.419
17 C -1.589 -0.223 2.018
18 C -1.031 -0.736 3.107
19 H 0.545 2.798 -1.745
20 H -2.439 0.477 2.085
21 H 1.358 0.150 1.974
22 H 1.816 1.112 3.121
23 H -1.620 2.739 -1.151
24 H 2.286 -1.150 0.575
25 H 2.588 -0.350 -1.775
26 H -0.079 1.963 2.164
27 H 3.118 0.246 -0.486
28 H 1.622 -1.813 -1.215
29 H -1.049 2.542 3.221
30 H 0.567 -3.344 -0.117
31 H 2.472 2.239 -0.465
32 H -1.187 1.622 -2.114
33 H -2.800 0.434 -0.390
34 H 0.679 0.097 -2.847
35 H -0.186 -1.401 3.136
36 H -3.081 -1.541 -2.467
37 H 1.266 -2.856 -2.306
38 H 2.722 -1.794 1.909
39 H -1.104 -3.775 1.195
40 H -0.282 -1.144 0.622
41 H -2.976 0.259 -2.788
42 H -0.641 -1.230 -1.734
43 H -2.151 -2.791 1.651
44 H 0.998 -2.939 1.266
45 H 1.621 1.273 -2.704
46 H -2.989 3.531 0.412
47 H -1.363 -0.550 4.115
48 H -2.028 2.582 1.007
49 H 1.863 3.556 -2.181
50 H 2.414 1.651 0.934
51 H -1.982 -0.937 -3.699

The energy is -31781.2193 eV. Its spin multiplicity is 1. The value obtained for the highest occupied orbital energy is -7.94 eV.

The net atomic charges from Mulliken, expressed in e, are: atom 1 (O): -0.960, atom 2 (O): -0.835, atom 3 (O): -0.723, atom 4 (O): -0.669, atom 5 (O): -0.810, atom 6 (O): -0.593, atom 7 (O): -0.737, atom 8 (O): -0.710, atom 9 (O): -0.886, atom 10 (O): -0.842, atom 11 (O): -0.804, atom 12 (O): -0.682, atom 13 (N): -0.107, atom 14 (C): -0.380, atom 15 (C): -1.089, atom 16 (C): -0.153, atom 17 (C): -0.400, atom 18 (C): -0.838, atom 19 (H): 0.453, atom 20 (H): 0.239, atom 21 (H): 0.363, atom 22 (H): 0.269, atom 23 (H): 0.437, atom 24 (H): 0.406, atom 25 (H): 0.461, atom 26 (H): 0.387, atom 27 (H): 0.481, atom 28 (H): 0.381, atom 29 (H): 0.282, atom 30 (H): 0.489, atom 31 (H): 0.483, atom 32 (H): 0.377, atom 33 (H): 0.315, atom 34 (H): 0.343, atom 35 (H): 0.223, atom 36 (H): 0.369, atom 37 (H): 0.285, atom 38 (H): 0.226, atom 39 (H): 0.482, atom 40 (H): 0.582, atom 41 (H): 0.364, atom 42 (H): 0.348, atom 43 (H): 0.252, atom 44 (H): 0.362, atom 45 (H): 0.474, atom 46 (H): 0.291, atom 47 (H): 0.292, atom 48 (H): 0.429, atom 49 (H): 0.268, atom 50 (H): 0.481, atom 51 (H): 0.327

This record from OMol25 describes a 11-piece molecular cluster, C5H34N2O11 overall. The level of theory is ωB97M-V/def2-TZVPD.

Positions of all 52 atoms, in Å:
1 O 2.861 -2.443 -2.048
2 O 1.501 0.809 3.231
3 O -1.649 -1.150 -4.451
4 O 1.771 2.848 1.289
5 O -0.738 -3.894 -0.075
6 O -0.647 -2.876 -2.567
7 O 0.783 3.732 -1.182
8 O 0.265 1.056 -4.115
9 O 2.367 0.776 -0.603
10 O -1.358 3.454 0.651
11 O -1.424 1.743 3.583
12 N -0.364 0.368 1.464
13 N -0.732 0.497 -1.382
14 C -0.384 -1.635 2.902
15 C -1.454 -0.560 -0.643
16 C 1.796 -0.279 2.407
17 C -1.660 -0.025 0.774
18 C 0.421 -0.850 1.848
19 H 0.079 4.073 -0.609
20 H -1.385 2.720 1.301
21 H -1.088 -4.534 0.574
22 H -2.266 -0.986 -1.219
23 H 1.757 1.634 2.779
24 H -1.314 -1.076 3.050
25 H -0.006 0.252 -4.580
26 H 0.167 0.957 0.838
27 H -2.046 -0.862 1.350
28 H -2.301 -0.639 -3.971
29 H 1.062 2.921 0.640
30 H -1.418 1.179 -1.706
31 H 1.189 1.299 -4.180
32 H -0.620 1.626 3.056
33 H 1.804 3.724 1.688
34 H -1.200 -3.318 -1.903
35 H -0.330 0.200 -2.259
36 H -1.121 -1.661 -3.802
37 H -1.730 0.856 3.779
38 H -0.034 -3.520 -2.935
39 H 3.568 -2.393 -1.406
40 H 1.637 0.414 -0.091
41 H 0.144 -1.562 3.845
42 H -0.708 -2.657 2.589
43 H 2.125 1.719 -0.530
44 H 2.391 -0.077 1.516
45 H 0.207 -3.773 0.134
46 H -2.237 3.398 0.255
47 H -2.400 0.747 1.014
48 H 0.549 -1.571 1.005
49 H 0.296 3.337 -1.916
50 H 2.252 -1.702 -2.039
51 H 2.276 -1.038 3.095
52 H -0.656 -1.259 -0.446

The energy is -31238.4075 eV. As for the charge: -1. Its spin multiplicity is 2. The value obtained for the highest occupied orbital energy (spin up / spin down) is 0.21 / -6.56 eV.

The net atomic charges from Mulliken, expressed in e, are: atom 1 (O): -0.649, atom 2 (O): -0.521, atom 3 (O): -0.687, atom 4 (O): -0.641, atom 5 (O): 0.556, atom 6 (O): -1.119, atom 7 (O): -0.682, atom 8 (O): -0.688, atom 9 (O): -0.553, atom 10 (O): -0.630, atom 11 (O): -0.668, atom 12 (N): 0.662, atom 13 (N): 0.222, atom 14 (C): -0.976, atom 15 (C): -0.688, atom 16 (C): -1.058, atom 17 (C): -1.177, atom 18 (C): 0.588, atom 19 (H): 0.363, atom 20 (H): 0.247, atom 21 (H): -0.282, atom 22 (H): 0.712, atom 23 (H): 0.418, atom 24 (H): 0.064, atom 25 (H): 0.338, atom 26 (H): -0.291, atom 27 (H): 0.469, atom 28 (H): 0.299, atom 29 (H): 0.074, atom 30 (H): 0.172, atom 31 (H): 0.305, atom 32 (H): 0.375, atom 33 (H): 0.298, atom 34 (H): 0.201, atom 35 (H): -0.097, atom 36 (H): 0.399, atom 37 (H): 0.348, atom 38 (H): 0.303, atom 39 (H): 0.325, atom 40 (H): -0.144, atom 41 (H): 0.396, atom 42 (H): 0.258, atom 43 (H): 0.438, atom 44 (H): 0.578, atom 45 (H): 0.062, atom 46 (H): 0.311, atom 47 (H): 0.470, atom 48 (H): -0.323, atom 49 (H): 0.306, atom 50 (H): 0.267, atom 51 (H): 0.437, atom 52 (H): -0.386

Relative energy (zero: lowest compared OMol25 entry of this formula, charge and spin)? In order: 224.05 24.25 kJ/mol.